# C28H42I2N12OSTi

C28H42I2N12OSTi as an isolated structure (ωB97M-V/def2-TZVPD, the Open Molecules 2025 dataset).

CARTESIAN COORDINATES (ANGSTROEM)
Ti  0.06429  -0.25596  -0.05031
N  2.60832  -0.14092  2.47417
C  3.04771  -0.56473  1.28924
N  4.36111  -0.68862  1.14137
C  4.78418  -1.15866  -0.03301
N  6.08729  -1.20124  -0.27935
N  3.96409  -1.63703  -1.00679
C  2.69005  -1.46426  -0.76050
N  2.14051  -0.85710  0.31907
C  1.71319  -2.08178  -1.69869
C  2.13992  -2.79535  -2.80354
C  1.18230  -3.44552  -3.57438
C  -0.14783  -3.38380  -3.18394
C  -0.48687  -2.63805  -2.06369
N  0.41491  -1.97044  -1.34128
H  3.28630  0.04721  3.19251
H  1.62362  -0.03034  2.64043
H  6.74329  -0.90352  0.42306
H  6.41905  -1.59926  -1.14100
H  3.19235  -2.83796  -3.03566
H  1.47946  -3.99906  -4.45162
H  -0.92622  -3.89211  -3.73134
H  -1.51896  -2.57784  -1.73994
C  0.31813  -1.20342  4.85609
N  0.03309  -2.20672  3.85783
C  0.21840  -3.62270  4.19476
C  0.63187  -4.19608  2.84477
N  0.05657  -3.24868  1.88027
C  -1.03785  -3.75743  1.06008
C  -0.15889  -2.05365  2.53539
N  -0.50822  -0.98535  1.86086
C  -1.24278  0.12411  2.45482
C  -0.43764  1.42035  2.43796
N  0.41422  1.53688  1.23799
C  1.30952  2.51759  1.33119
N  1.34447  3.48773  2.30425
C  0.22199  4.15020  2.96625
C  2.58462  4.25898  2.22546
C  3.19203  3.82302  0.90258
N  2.40848  2.65120  0.55398
C  2.76161  2.05828  -0.71263
H  -0.32638  -1.34589  5.72481
H  0.14762  -0.20411  4.46480
H  1.35878  -1.28848  5.17926
H  -0.71059  -4.04063  4.59207
H  0.99667  -3.72760  4.94889
H  0.26690  -5.20263  2.65719
H  1.71894  -4.19774  2.74580
H  -1.76459  -4.30134  1.67226
H  -0.64575  -4.42676  0.29717
H  -1.53893  -2.91997  0.58296
H  -1.59965  -0.08900  3.46966
H  -2.13799  0.26786  1.83937
H  0.19486  1.49505  3.33533
H  -1.16752  2.22771  2.50289
H  -0.61927  4.27438  2.28672
H  0.56309  5.14235  3.25097
H  -0.09610  3.64227  3.87410
H  3.22829  4.03987  3.08109
H  2.35856  5.32456  2.23471
H  4.24422  3.54702  0.98871
H  3.10084  4.58443  0.12126
H  2.58422  2.77274  -1.52306
H  2.16499  1.18160  -0.93387
H  3.82141  1.79602  -0.69578
I  -1.77394  4.53824  -0.51267
C  0.04676  4.84739  -1.35310
I  0.07422  1.14392  -2.51064
H  0.65409  5.63175  -0.94244
H  0.24945  4.37563  -2.29545
C  -3.79704  1.16667  -1.48248
S  -2.90944  -0.37631  -1.56941
O  -1.92950  -0.27532  -0.37841
C  -4.12097  -1.53285  -1.00696
C  -4.51593  -1.60667  0.32298
C  -5.47766  -2.53581  0.67533
C  -6.03337  -3.37035  -0.28799
C  -5.62878  -3.29138  -1.61013
C  -4.65553  -2.36997  -1.97787
H  -4.01782  1.38253  -0.43901
H  -4.71495  1.04551  -2.05242
H  -3.15951  1.93316  -1.91554
H  -4.07362  -0.95553  1.06482
H  -5.80620  -2.60977  1.70241
H  -6.78689  -4.08854  -0.00165
H  -6.06039  -3.94353  -2.35439
H  -4.32309  -2.29816  -3.00382

Atoms 1-2, force components in eV/Å:
-0.3 1.2 0.2
-0.1 -0.1 0.2

2S+1 ... 3
Relative energy (zero: lowest compared OMol25 entry of this formula, charge and spin) ... 5.35 kcal per mole
<S²> ... 2.01
HOMO energy (alpha / beta) ... -12.2 / -12.9 eV
Energy ... -3667.20230 hartree
Strongest force on any atom ... 1.26 eV/A
Charge ... +2
LUMO level (alpha / beta) ... -5.45 / -5.44 eV

---

# C28H42N4O4S

C28H42N4O4S in the gas phase (ωB97M-V/def2-TZVPD, the Open Molecules 2025 dataset).

CARTESIAN COORDINATES (ANGSTROEM)
C  -4.38242  -3.62512  3.12710
H  -4.55189  -2.71653  3.69931
H  -3.64398  -4.22751  3.65063
H  -5.31239  -4.18421  3.07493
C  -3.89099  -3.30220  1.71844
N  -2.64401  -2.55924  1.75099
C  -1.48885  -3.24127  1.63855
C  -0.24266  -2.69863  1.68787
C  -0.08213  -1.27358  1.87957
O  0.99291  -0.67488  1.88685
C  -1.35468  -0.55552  2.06095
C  -1.30473  0.81765  2.31797
C  -2.45931  1.54252  2.46336
C  -3.69561  0.91816  2.36958
C  -3.77248  -0.43720  2.14386
C  -2.60580  -1.20249  1.98237
H  -4.74528  -0.89755  2.09885
H  -4.58366  1.51499  2.50365
S  -2.39217  3.31978  2.72422
O  -1.22749  3.62305  3.49804
O  -3.67745  3.73206  3.20881
N  -2.19283  3.97761  1.21716
C  -3.34229  3.90732  0.35383
H  -3.29039  4.69599  -0.39531
H  -3.43527  2.93660  -0.14849
H  -4.21575  4.07124  0.98077
C  -0.85684  3.96506  0.65399
C  -0.61917  2.86932  -0.38860
C  0.85455  2.86517  -0.78641
C  1.25651  4.22073  -1.35948
C  0.97412  5.33480  -0.35541
C  -0.49585  5.32820  0.05574
H  -0.68936  6.10487  0.79608
H  -1.11989  5.52557  -0.81853
H  1.23138  6.30229  -0.79114
H  1.59445  5.18989  0.53106
H  2.31703  4.21392  -1.61789
H  0.69175  4.40701  -2.27637
H  1.46291  2.64209  0.09207
H  1.03411  2.08233  -1.52443
H  -0.90130  1.89354  0.01360
H  -1.23126  3.06471  -1.27255
H  -0.20484  3.79133  1.51477
H  -0.33854  1.28839  2.41452
C  0.89487  -3.65565  1.49033
O  0.68567  -4.84001  1.26989
N  2.11253  -3.10532  1.58651
C  3.32812  -3.81702  1.28335
H  3.08277  -4.88082  1.23855
C  3.92759  -3.35058  -0.04591
C  3.04494  -3.73307  -1.25967
N  2.59577  -2.64985  -2.10567
C  3.65734  -1.92132  -2.76797
C  3.07007  -1.06484  -3.88712
C  2.04640  -0.08280  -3.31982
C  1.42040  0.76686  -4.42119
H  0.91233  0.13364  -5.14532
H  0.69428  1.46228  -4.00507
H  2.18414  1.33968  -4.94247
C  0.98825  -0.88341  -2.56158
C  1.64250  -1.75094  -1.48920
H  0.87957  -2.35385  -0.98953
H  2.10605  -1.09292  -0.73231
H  0.45804  -1.52939  -3.26361
H  0.26289  -0.21443  -2.09251
H  2.55857  0.57998  -2.61142
H  2.57949  -1.71764  -4.61084
H  3.87240  -0.52657  -4.39547
H  4.36075  -2.64662  -3.18480
H  4.21491  -1.26602  -2.07354
H  2.15101  -4.25095  -0.90421
H  3.59118  -4.42897  -1.90285
H  4.04463  -2.26576  -0.00650
H  4.92265  -3.78416  -0.15102
H  4.04601  -3.64947  2.09359
H  2.15781  -2.09655  1.71139
H  -1.56161  -4.31020  1.48266
H  -4.64022  -2.73254  1.16504
H  -3.71029  -4.23101  1.17344

Atoms 1-2, force components in eV/Å:
0.0 0.1 -0.2
0.0 0.1 0.1

SMILES string ... CCn1cc(C(=O)NCCCN2CCC(C)CC2)c(=O)c2cc(S(=O)(=O)N(C)C3CCCCC3)ccc21
Relative energy (zero: lowest compared OMol25 entry of this formula, charge and spin) ... 1.35 kcal per mole
HOMO energy ... -8.2 eV
Energy ... -2010.37659 hartree
Strongest force on any atom ... 1.20 eV/A
Charge ... 0
LUMO level ... -0.20 eV

---

# C28H43BrN2P2W

C28H43BrN2P2W as an isolated structure (ωB97M-V/def2-TZVPD, the Open Molecules 2025 dataset).

CARTESIAN COORDINATES (ANGSTROEM)
C  1.92338  3.67784  -0.14138
C  1.05351  2.82601  -0.84958
C  0.97746  2.94688  -2.24941
C  1.88604  3.80407  -2.88862
N  2.77404  4.53707  -2.21341
C  2.77346  4.51128  -0.87904
C  0.21252  1.86831  -0.14547
C  -1.04951  1.75227  0.26510
C  -2.31038  2.12229  0.77864
C  -2.97843  1.10263  1.49845
C  -4.30530  1.27222  1.84557
C  -4.86971  2.49709  1.53306
C  -4.21017  3.57410  0.93350
C  -2.89047  3.37602  0.53461
W  -0.18031  -0.06918  0.70287
P  2.04991  -0.50359  0.07161
H  0.20893  2.42543  -2.82043
H  1.89194  3.72875  0.94826
H  1.87521  3.89238  -3.97666
H  3.46931  5.17570  -0.36000
H  -2.30239  4.14747  0.04005
H  -2.43361  0.17173  1.78772
H  -4.70642  4.52964  0.78031
H  -4.86435  0.49878  2.33975
C  2.57013  -2.23560  0.40315
C  3.76371  -2.73650  -0.42005
H  1.69004  -2.87486  0.22354
H  2.77701  -2.30913  1.48327
H  3.97127  -3.77832  -0.14490
H  3.55225  -2.72282  -1.49653
H  4.68203  -2.16810  -0.22434
C  2.27775  -0.20791  -1.74600
C  3.67521  0.22813  -2.19773
H  1.55579  0.57529  -2.02360
H  1.95011  -1.11287  -2.28223
H  3.67863  0.31502  -3.29344
H  3.93641  1.22005  -1.80099
H  4.45898  -0.49784  -1.93490
C  3.18899  0.63049  0.96393
C  4.65689  0.19423  0.99570
H  2.80215  0.72617  1.99270
H  3.07554  1.63040  0.51640
H  5.23769  0.94100  1.55235
H  4.77909  -0.76684  1.51072
H  5.10490  0.13224  -0.00540
Br  -6.71668  2.68512  2.00053
P  -1.46222  -1.50941  -0.86874
C  -0.47027  -2.53228  -2.04031
C  -1.12868  -3.76390  -2.66142
H  0.43763  -2.82638  -1.48796
H  -0.14384  -1.83912  -2.83085
H  -0.38689  -4.26801  -3.29586
H  -1.45620  -4.49464  -1.91092
H  -1.97869  -3.51440  -3.31107
C  -2.54931  -2.66782  0.06025
C  -3.87588  -3.10109  -0.56891
H  -2.74690  -2.17994  1.02764
H  -1.92768  -3.54806  0.28809
H  -4.40276  -3.75352  0.13973
H  -4.54386  -2.25595  -0.77565
H  -3.74121  -3.67937  -1.49211
C  -2.53425  -0.44152  -1.93085
C  -3.08315  -1.01478  -3.24258
H  -1.93089  0.45524  -2.14705
H  -3.35845  -0.10336  -1.28437
H  -3.69946  -0.24370  -3.72290
H  -2.28818  -1.27084  -3.95418
H  -3.72892  -1.88960  -3.09408
C  -0.54977  -0.43691  6.09054
C  0.54960  0.17069  5.19030
C  0.47879  -0.13290  3.76959
N  0.24678  -0.20258  2.62140
H  -1.53077  0.00002  5.86798
H  -0.33742  -0.23314  7.14755
H  -0.60625  -1.52552  5.96674
H  0.55029  1.26054  5.31627
H  1.53628  -0.19027  5.52605

Atoms 1-2, force components in eV/Å:
-0.1 -0.2 -0.2
0.7 0.6 -0.2

2S+1 ... 3
Relative energy (zero: lowest compared OMol25 entry of this formula, charge and spin) ... 0.00 kcal per mole
<S²> ... 2.04
HOMO energy (alpha / beta) ... -19.1 / -19.1 eV
Energy ... -4524.40148 hartree
Strongest force on any atom ... 3.74 eV/A
Charge ... +4
LUMO level (alpha / beta) ... -13.46 / -15.74 eV